12
Properties=species:S:1:pos:R:3:forces:R:3 method="wB97M-V/def2-TZVPD" de_lowest_kj_mol=825.31 total_charge=0 homo_lumo_gap_ha="0.204 / 0.204"
C -2.374 -0.396 0.139 -2.8426 -1.0767 -1.1137
C 1.965 -0.448 -0.312 -0.0536 -0.3316 -0.9852
O -1.229 -0.572 0.742 3.8175 0.8879 0.7764
Si 1.210 1.269 0.118 -1.2396 -3.9509 0.2219
Cl 3.832 -0.520 -0.157 -1.5842 0.1008 0.0736
H -2.518 -0.989 -0.816 -0.0113 0.3375 0.6363
H -2.685 0.595 -0.072 0.1764 1.8058 -0.7475
H -3.261 -0.587 0.810 0.4155 -0.7710 -0.0570
H 1.433 -1.209 0.278 0.6354 0.4418 0.6780
H 1.708 -0.877 -1.324 0.4691 1.2046 0.6774
H 1.004 1.548 1.506 0.2825 0.4629 0.5702
H 0.914 2.187 -0.913 -0.0651 0.8888 -0.7305